ORCA calculation (ωB97M-V/def2-TZVPD) on a molecular structure, C51H48N8P3S2SeTi in a non-equilibrium geometry.

Its maximum force is 0.044 hartree/bohr. Its net charge is -1. The value obtained for the HOMO-LUMO gap (alpha / beta) is 4.518 / 4.518 eV. Its spin multiplicity is 1. The LUMO energy (alpha / beta) comes out at 1.846 / 1.846 eV. Its HOMO energy (alpha / beta) is -2.7 / -2.7 eV.

```
114
Properties=species:S:1:pos:R:3:forces:R:3
Ti -0.422586 0.118665 -0.018768 0.577 -1.286 1.755
S -2.463701 -1.129564 -2.977580 -0.045 -0.076 0.025
P -0.504406 -1.290318 -2.961166 0.171 0.350 -0.310
C 0.425507 -1.131740 -1.493931 -0.545 -1.409 0.120
P 0.846697 -2.486493 -0.546656 0.789 0.031 -0.415
S 0.591409 -2.001109 1.388090 -0.347 0.109 0.226
C 2.655498 -2.871339 -0.548382 -0.115 0.008 0.169
C 3.567932 -2.223753 -1.365299 -0.062 -0.048 -0.079
C 4.933562 -2.447672 -1.218421 0.064 0.025 -0.024
C 5.393067 -3.324258 -0.250901 0.054 -0.009 0.028
C 4.485469 -3.979048 0.576167 -0.054 -0.014 0.012
C 3.129314 -3.746015 0.434378 0.106 0.061 -0.149
C 0.132047 -4.118474 -1.011969 -0.199 0.288 -0.074
C -1.256380 -4.170530 -1.139729 0.014 0.068 0.084
C -1.894192 -5.343993 -1.503353 -0.018 -0.032 -0.013
C -1.145823 -6.471935 -1.804480 -0.010 -0.025 0.024
C 0.237208 -6.416895 -1.729651 0.081 -0.045 -0.019
C 0.876479 -5.252218 -1.328495 -0.016 0.046 0.073
C 0.208299 0.016142 -4.056324 -0.120 -0.065 0.026
C 1.565317 0.318674 -4.009386 -0.092 0.067 -0.142
C 2.104449 1.287578 -4.842847 0.082 -0.028 0.013
C 1.289380 1.963206 -5.739592 -0.002 0.098 -0.020
C -0.063111 1.662324 -5.798828 0.002 -0.048 -0.014
C -0.600493 0.694590 -4.960496 0.017 0.073 -0.043
C -0.062575 -2.792258 -3.944807 0.230 0.059 0.142
C 1.272966 -3.107809 -4.180556 -0.034 -0.008 -0.014
C 1.613651 -4.217251 -4.937591 0.129 0.012 -0.012
C 0.619974 -5.025553 -5.470297 -0.004 -0.027 -0.015
C -0.712067 -4.720582 -5.234721 0.016 -0.026 -0.023
C -1.053257 -3.609198 -4.475674 0.084 -0.041 -0.059
H 3.208616 -1.539456 -2.125791 -0.032 -0.001 0.059
H 5.638617 -1.931956 -1.859815 -0.008 -0.004 -0.007
H 6.455758 -3.494243 -0.128091 -0.003 0.009 -0.021
H 4.838582 -4.658240 1.342612 0.013 0.004 -0.009
H 2.415454 -4.219117 1.096843 0.040 -0.037 0.050
H -1.838616 -3.272276 -0.984784 -0.038 -0.071 -0.061
H -2.974998 -5.368609 -1.570783 0.011 0.045 -0.037
H -1.636695 -7.387630 -2.111577 0.000 0.004 0.001
H 0.834667 -7.282168 -1.991539 -0.032 -0.013 0.010
H 1.955478 -5.239437 -1.271341 0.026 0.035 -0.043
H 2.191737 -0.207413 -3.300837 0.006 0.001 0.013
H 3.163403 1.517324 -4.792771 -0.001 0.009 -0.009
H 1.703122 2.732994 -6.380270 0.020 -0.030 -0.010
H -0.701917 2.178130 -6.505643 -0.009 0.032 0.044
H -1.658935 0.466513 -4.986685 0.004 -0.029 0.041
H 2.052439 -2.477980 -3.768217 -0.003 -0.051 -0.020
H 2.657030 -4.452123 -5.113637 -0.002 0.007 0.006
H 0.887331 -5.889328 -6.067452 -0.016 -0.008 0.015
H -1.491861 -5.351298 -5.645509 -0.002 0.007 0.016
H -2.089959 -3.359553 -4.292537 -0.008 0.035 0.045
N 2.773288 2.537922 -1.790939 -0.178 -0.599 0.396
C 2.079117 1.493606 -1.271778 0.260 0.554 -0.529
N 0.818154 1.526135 -1.026364 0.156 0.788 -0.506
C 0.089828 2.648196 -1.403517 -1.342 0.633 -0.214
N -1.206272 2.601101 -1.314942 0.796 0.539 -0.254
N -1.639285 1.430506 -0.815956 1.173 -0.697 0.150
C -2.944293 1.246665 -0.646884 -1.868 -0.599 0.265
C -3.323584 0.035089 -0.053690 0.400 1.599 -0.791
C -4.668037 -0.298349 0.205704 -0.514 -0.590 0.274
C -4.972848 -1.523516 0.729294 -0.289 0.664 -0.310
C -3.928286 -2.414742 1.011620 0.868 -0.125 0.061
C -2.630649 -2.000336 0.801570 -0.807 -0.777 0.442
N -2.294194 -0.815688 0.276659 -0.045 0.443 -0.483
C 0.773832 3.842835 -1.869613 0.345 -0.191 0.041
C 0.127980 5.049735 -2.114532 0.040 0.203 -0.079
C 0.848097 6.157937 -2.534897 -0.186 -0.176 0.053
C 2.220897 6.066412 -2.716118 0.218 -0.068 -0.032
C 2.880886 4.870240 -2.475595 0.073 -0.046 -0.027
C 2.161136 3.763332 -2.048863 -0.439 0.430 -0.120
H 3.766001 2.452133 -1.915540 0.054 -0.093 -0.040
H 2.625520 0.581148 -1.077577 0.039 -0.070 0.072
H -3.651600 2.003150 -0.960308 0.037 -0.022 0.031
H -5.432373 0.432523 -0.022526 -0.010 -0.010 -0.005
H -5.998947 -1.803551 0.933893 -0.031 0.048 -0.023
H -4.115770 -3.394697 1.427793 0.047 -0.009 0.026
H -1.820983 -2.650810 1.093748 0.056 0.054 -0.019
H -0.942359 5.094502 -1.969263 -0.002 -0.014 0.025
H 0.336429 7.092993 -2.720790 0.006 -0.002 -0.001
H 2.787468 6.926718 -3.048563 -0.010 -0.003 0.009
H 3.952007 4.788392 -2.625219 0.001 0.034 0.016
Se -1.502402 1.592022 2.270240 0.002 0.309 0.195
C -2.573408 0.903510 3.695800 0.362 -0.129 -0.243
C -2.764252 -0.463953 3.878932 -0.041 -0.010 0.136
C -3.562177 -0.937583 4.909954 0.008 -0.002 0.019
C -4.161967 -0.053698 5.795712 -0.033 -0.029 0.075
C -3.959186 1.311039 5.632969 -0.024 0.015 0.020
C -3.177208 1.787436 4.592672 -0.038 0.013 -0.049
H -2.276980 -1.155798 3.212552 0.024 -0.111 -0.130
H -3.714152 -2.005615 5.021822 0.031 0.012 0.000
H -4.770854 -0.421386 6.613189 -0.018 -0.003 -0.027
H -4.418108 2.008073 6.325519 0.009 0.021 -0.021
H -3.027720 2.851677 4.456883 -0.010 0.003 0.024
C 2.247838 2.910745 4.216331 -0.010 -0.041 -0.048
N 2.534552 3.452706 2.889662 0.051 0.192 -0.018
C 3.905920 3.137129 2.528027 -0.039 -0.051 0.055
N 4.223939 1.713377 2.601613 0.170 0.013 0.010
C 3.908653 1.241890 3.947998 -0.025 0.007 -0.060
N 2.530641 1.483835 4.340261 0.051 -0.017 0.084
C 1.595196 0.681232 3.553088 -0.052 -0.210 -0.095
P 1.604593 1.076183 1.726318 0.154 0.365 0.657
C 1.587569 2.943738 1.898055 0.047 -0.090 -0.090
C 3.488718 0.955663 1.589377 -0.203 -0.123 -0.100
H 1.194077 3.081594 4.442499 0.017 0.014 0.024
H 2.868837 3.444915 4.942111 -0.021 -0.009 -0.006
H 4.576413 3.668865 3.210398 -0.011 -0.023 -0.001
H 4.091219 3.490854 1.509503 0.019 0.009 0.009
H 4.565315 1.766593 4.648729 -0.004 -0.018 -0.007
H 4.114846 0.170457 4.001481 0.000 0.009 0.025
H 0.583024 0.831034 3.926535 -0.017 -0.011 -0.071
H 1.846594 -0.377794 3.665147 -0.014 0.016 0.007
H 0.580805 3.249273 2.180686 -0.008 -0.034 -0.051
H 1.817230 3.398554 0.927511 0.005 0.016 0.003
H 3.818155 1.317100 0.612287 0.040 -0.057 -0.031
H 3.762876 -0.101675 1.666593 0.001 0.006 -0.075
```
Forces are in eV/Å.